Entry 1:
{
  "formula": "C6H16FO2",
  "method": "wB97M-V/def2-TZVPD",
  "lumo_energy_ev": 3.41,
  "total_energy_ha": -488.56198,
  "homo_energy_ev": -3.980,
  "de_lowest_ev": 1.383,
  "total_charge": -1,
  "elements": ["F", "O", "O", "C", "C", "C", "C", "C", "C", "H", "H", "H", "H", "H", "H", "H", "H", "H", "H", "H", "H", "H", "H", "H", "H"],
  "coordinates": [[-0.43096, -2.79974, -0.05102], [1.82816, 0.11850, 1.15666], [-2.76152, -1.03261, 0.20383], [-4.06820, 0.94573, 0.62299], [2.29516, -0.49995, -0.05809], [3.27098, -1.58463, 0.31043], [2.98363, 0.63213, -0.86698], [-2.67009, 0.38594, 0.40294], [-1.93398, 0.96868, -0.76489], [3.91143, 0.79435, -0.30573], [-2.02549, 0.51563, 1.28098], [3.96572, -1.27038, 1.08909], [-3.97431, 2.00503, 0.86700], [-0.91235, 0.59761, -0.84850], [2.48923, 0.75177, 1.45249], [-2.38709, 0.85060, -1.75290], [2.67735, -2.41002, 0.71400], [-4.54299, 0.42683, 1.45719], [3.17256, 0.39625, -1.91620], [2.45964, 1.58946, -0.90625], [1.40221, -0.84601, -0.57718], [3.75921, -2.00550, -0.57229], [-1.90249, 2.06182, -0.62537], [-1.88203, -1.37767, -0.07883], [-4.72379, 0.78616, -0.23338]],
  "nbo_charge": [-0.972, -0.715, -0.764, -0.617, 0.082, -0.640, -0.637, 0.088, -0.623, 0.179, 0.157, 0.188, 0.189, 0.226, 0.441, 0.197, 0.255, 0.211, 0.205, 0.206, 0.235, 0.198, 0.178, 0.531, 0.201]
}

Entry 2:
{
  "formula": "C9H14",
  "method": "wB97M-V/def2-TZVPD",
  "lumo_energy_ev": 1.06,
  "total_energy_ha": -351.31801,
  "homo_energy_ev": -9.014,
  "smiles": "Cc1ccccc1.CC",
  "de_lowest_ev": 0.332,
  "elements": ["C", "C", "C", "C", "C", "C", "C", "C", "C", "H", "H", "H", "H", "H", "H", "H", "H", "H", "H", "H", "H", "H", "H"],
  "coordinates": [[-0.54815, -1.70111, -1.77007], [1.60625, -0.76576, 1.20348], [0.29835, -0.90948, -0.82604], [2.06062, 0.48569, 0.82549], [0.60423, 0.42923, -1.10485], [1.49602, 1.10373, -0.29605], [0.75016, -1.47249, 0.35817], [-1.93897, 1.31218, 1.42158], [-2.76685, 1.14227, 0.12775], [-0.20807, -1.63607, -2.81276], [1.84263, -1.17551, 2.17510], [-3.14827, 2.10367, -0.22603], [-0.62769, -2.74628, -1.48074], [2.86997, 0.99982, 1.32166], [-3.63835, 0.53757, 0.35282], [0.49991, -2.50873, 0.54798], [0.08342, 0.90990, -1.92016], [-2.10954, 0.82009, -0.67484], [-1.14316, 0.56552, 1.48000], [-2.57086, 1.30969, 2.31339], [-1.57618, -1.32167, -1.82735], [-1.40748, 2.26773, 1.36446], [1.82225, 2.11461, -0.48682]],
  "nbo_charge": [-0.637, -0.202, -0.003, -0.224, -0.226, -0.202, -0.226, -0.611, -0.611, 0.220, 0.214, 0.198, 0.216, 0.214, 0.205, 0.210, 0.212, 0.204, 0.212, 0.202, 0.221, 0.201, 0.212]
}

Entry 3:
{
  "formula": "C21H15MnN4PS2",
  "method": "wB97M-V/def2-TZVPD",
  "lumo_energy_ev": [-8.19, -7.42],
  "total_energy_ha": -3316.26725,
  "homo_energy_ev": [-15.345, -15.454],
  "multiplicity": 4,
  "total_charge": 2,
  "elements": ["Mn", "S", "S", "P", "N", "N", "N", "N", "C", "C", "C", "C", "C", "C", "C", "C", "C", "C", "C", "C", "C", "C", "C", "C", "C", "C", "C", "C", "C", "H", "H", "H", "H", "H", "H", "H", "H", "H", "H", "H", "H", "H", "H", "H"],
  "coordinates": [[-0.07148, 2.15891, 0.13185], [0.84112, 3.84620, -1.61891], [1.81992, -0.09354, -1.50865], [-0.99328, 0.04033, 0.41220], [4.70775, 1.74392, -3.02822], [1.24338, 1.41388, -1.05239], [1.31116, 3.13306, -5.38613], [-0.36385, -1.31643, -0.44555], [0.43165, -1.25846, -1.57875], [2.11367, -0.15083, 3.17106], [0.03033, 1.55023, 2.49573], [-4.72405, -0.57042, 1.89054], [0.22330, 0.35048, 1.77718], [-2.40645, -0.66228, 1.27652], [1.27809, -0.48960, 2.11354], [-3.65914, -0.06407, 1.16077], [3.56952, 1.81785, -3.15082], [-2.21098, -1.76671, 2.11232], [1.44641, 2.35812, -1.99295], [1.99541, -0.78956, -4.10487], [1.67051, 2.54444, -4.47023], [1.56271, 0.36392, -3.27593], [0.51150, -2.08983, -2.62967], [0.87161, 1.87799, 3.55131], [-4.53440, -1.66527, 2.72103], [1.91665, 1.02562, 3.88231], [1.45894, -1.96128, -3.74654], [2.10424, 1.80750, -3.28109], [-3.28466, -2.26748, 2.82483], [-3.80930, 0.78119, 0.49970], [-0.97768, -2.12393, -0.42000], [0.70426, 2.77983, 4.12504], [-5.70278, -0.11825, 1.80822], [-1.23004, -2.21626, 2.21278], [0.46935, 0.44617, -3.33966], [2.57105, 1.27629, 4.70591], [1.43361, -1.41513, 1.57161], [-0.87816, 2.14911, 2.32934], [2.64043, -0.66037, -4.96395], [-5.36309, -2.05372, 3.29764], [-0.16514, -2.93794, -2.67532], [2.92241, -0.81592, 3.44462], [-3.14347, -3.12269, 3.47200], [1.66897, -2.85506, -4.31845]],
  "nbo_charge": [1.143, 0.114, 1.080, 1.018, -0.136, -0.840, -0.125, -0.910, 0.015, -0.144, -0.398, -0.189, -0.305, -0.330, -0.239, -0.202, 0.213, -0.224, 0.127, -0.206, 0.224, -0.288, -0.232, -0.130, -0.138, -0.166, -0.171, -0.327, -0.184, 0.227, 0.449, 0.254, 0.248, 0.223, 0.272, 0.256, 0.234, 0.229, 0.279, 0.248, 0.268, 0.251, 0.246, 0.269]
}